This record from the OMol25 dataset describes a single C4H2N2O molecule. The level of theory is wB97M-V/def2-TZVPD.

The calculated total energy is -338.1673 a.u. The calculation puts the energy relative to the best compared isomer or geometry (same formula, charge and spin) at 4.7379 eV. The calculation puts the largest force on an atom at 0.018 Eh/bohr. As for the lowest unoccupied orbital energy: -0.009 Ha. The orbital gap is 10.35 eV.

```
9
Properties=species:S:1:pos:R:3:forces:R:3:mulliken_charge:R:1
N -1.411709 0.592466 -0.141880 -0.07 0.01 0.01 -0.354
C -0.822108 -0.596790 0.121736 -0.08 -0.23 -0.02 0.235
O -1.385803 -1.666739 0.217909 0.18 0.41 0.00 -0.554
C 0.646755 -0.535638 0.249838 0.23 -0.43 -0.10 0.421
C 1.843980 -1.003988 0.199877 -0.64 -0.31 0.14 0.003
C 2.812822 0.455731 -0.145715 -0.59 0.48 0.13 -0.077
N 1.615929 0.706131 0.012832 0.86 0.22 -0.23 -0.138
H -0.895896 1.456714 -0.191735 -0.02 -0.18 -0.01 0.236
H -2.403969 0.592113 -0.322866 0.13 0.01 0.08 0.228
```
Forces are in eV/Å.